The molecule C3H3NO, computed with wB97M-V/def2-TZVPD.

```
8
C3H3NO, DFT wB97M-V/def2-TZVPD
O 0.645 -1.297 -0.345
H -2.128 0.056 0.349
C 1.059 -0.036 -0.191
C 0.023 0.779 0.110
C -1.083 -0.126 0.126
H 2.118 0.157 -0.285
H 0.081 1.817 0.376
N -0.715 -1.351 -0.141
```

Properties
- spin multiplicity = 1
- F_max (hartree/bohr) = 0.0106
- SMILES string = c1cnoc1
- HOMO level (eV) = -10.10